Density functional theory data (ωB97M-V/def2-TZVPD) for a structure of composition C2HBr4N3 at a distorted geometry.

For the frontier orbital gap, the calculation gives 9.58 eV. For the energy above the lowest of the compared OMol25 structures with the same formula, charge and spin, the calculation gives 62.3 kJ/mol. The LUMO energy is 0.42 eV. The max |F| is 3.3 eV/A.

```
! wB97M-V def2-TZVPD RIJCOSX def2/J DEFGRID3
* xyz 0 1
C 2.50 -2.48 0.84
C 3.04 -1.33 1.24
N 0.19 -1.18 0.23
N -0.80 -1.69 0.27
N -1.85 -2.11 0.63
Br 2.44 -3.35 -0.78
Br 1.54 -3.40 2.22
Br 2.85 -0.55 2.92
Br 3.94 -0.33 -0.08
H -2.49 -2.73 0.18
*
```

Density functional theory data (ωB97M-V/def2-TZVPD) for a structure of composition C2HBrCl2F2 at a distorted geometry.

For the frontier orbital gap (alpha / beta), the calculation gives 8.94 / 6.52 eV. For the energy above the lowest of the compared OMol25 structures with the same formula, charge and spin, the calculation gives 271.8 kJ/mol. The LUMO energy (alpha / beta) is -1.72 / -3.02 eV. The max |F| is 2.0 eV/A.

```
! wB97M-V def2-TZVPD RIJCOSX def2/J DEFGRID3
* xyz 0 1
C -0.14 0.65 0.48
C -0.44 0.16 -0.86
F -0.94 1.23 -1.59
F -1.42 -0.78 -0.83
Cl -0.23 -0.32 1.74
Cl 1.09 -0.31 -1.73
Br 1.77 -2.22 2.32
H 0.32 1.59 0.47
*
```

Density functional theory data (ωB97M-V/def2-TZVPD) for a cluster of 2 separate species, C2HBrCl2S in total at a distorted geometry.

For the frontier orbital gap, the calculation gives 6.77 eV. For the energy above the lowest of the compared OMol25 structures with the same formula, charge and spin, the calculation gives 255.8 kJ/mol. The LUMO energy is -2.21 eV. The max |F| is 3.6 eV/A.

```
! wB97M-V def2-TZVPD RIJCOSX def2/J DEFGRID3
* xyz 0 1
C -0.77 -0.13 0.42
C -1.12 0.94 1.06
S 0.98 2.35 2.02
Cl -1.99 -1.14 -0.23
Cl -2.57 1.62 1.37
Br 1.00 2.27 4.12
H 0.31 -0.49 0.11
*
```

Density functional theory data (ωB97M-V/def2-TZVPD) for an isolated molecule of C2HBrF2O at a distorted geometry.

For the frontier orbital gap, the calculation gives 11.52 eV. For the energy above the lowest of the compared OMol25 structures with the same formula, charge and spin, the calculation gives 29.6 kJ/mol. The LUMO energy is 0.41 eV. The SMILES is O=C(F)[C@@H](F)Br. The max |F| is 3.6 eV/A.

```
! wB97M-V def2-TZVPD RIJCOSX def2/J DEFGRID3
* xyz 0 1
C 0.05 -0.13 0.98
C 0.02 0.04 -0.61
O -0.73 0.35 1.74
F 0.97 -0.96 1.36
F -0.95 -0.85 -1.05
Br -0.39 1.81 -1.13
H 1.02 -0.27 -1.29
*
```

Density functional theory data (ωB97M-V/def2-TZVPD) for an isolated molecule of C2HBrF2S at a distorted geometry.

For the frontier orbital gap, the calculation gives 10.10 eV. For the energy above the lowest of the compared OMol25 structures with the same formula, charge and spin, the calculation gives 152.3 kJ/mol. The LUMO energy is 0.07 eV. The SMILES is F[C@H]1S[C@]1(F)Br. The max |F| is 4.4 eV/A.

```
! wB97M-V def2-TZVPD RIJCOSX def2/J DEFGRID3
* xyz 0 1
C -0.10 0.68 0.08
C 1.61 1.00 0.18
F -1.29 1.05 0.85
F 2.00 1.84 1.20
S 0.61 1.72 -1.18
Br 2.78 -0.46 0.01
H -0.23 -0.29 -0.20
*
```

Density functional theory data (ωB97M-V/def2-TZVPD) for a cluster of 2 separate species, C2HBrF2S in total at a distorted geometry.

For the frontier orbital gap (alpha / beta), the calculation gives 6.99 / 7.47 eV. For the energy above the lowest of the compared OMol25 structures with the same formula, charge and spin, the calculation gives 238.5 kJ/mol. The LUMO energy (alpha / beta) is -2.49 / -2.19 eV. The max |F| is 2.1 eV/A.

```
! wB97M-V def2-TZVPD RIJCOSX def2/J DEFGRID3
* xyz 0 1
C 0.53 0.07 0.58
C -0.07 -0.18 -0.76
F 1.61 -0.72 0.99
F -0.17 -1.23 -1.49
S 0.97 1.16 -0.76
Br -2.69 0.60 0.00
H -0.19 0.30 1.43
*
```

Which formula does entry 1 have? C2HBr4N3